Record 1
Entry from OMol25: 2 unconnected molecules or ions with the total composition C4H12OSSi at a distorted geometry (ωB97M-V/def2-TZVPD).

The geometry in ORCA input format:
```
! RIJCOSX wB97M-V def2-TZVPD def2/J DEFGRID3
* xyz 0 1
C -1.765 1.828 1.096
C -0.401 0.498 -1.441
C -2.229 -1.350 0.186
C 3.999 -0.591 -0.233
O 2.131 1.491 -0.337
Si -1.474 0.292 -0.098
S 2.759 0.336 0.705
H -2.272 1.304 1.949
H -0.767 2.264 1.328
H -2.348 2.584 0.636
H 1.206 1.212 -0.610
H -0.463 -0.224 -2.166
H -0.376 1.480 -1.878
H -1.641 -2.168 -0.169
H -2.319 -1.564 1.252
H -3.259 -1.393 -0.069
H 4.631 -0.007 -0.913
H 3.594 -1.387 -0.968
H 4.734 -1.057 0.471
*
```

Output
Structure (SMILES): C=[Si](C)C.CSO
Orbital gap, eV: 8.55
E_tot, eV: -25100.379
HOMO, eV: -8.0933
Energy relative to the best compared isomer or geometry (same formula, charge and spin), eV: 3.652

***

Record 2
Entry from OMol25: a molecular structure, C8H23O8PdS at a distorted geometry (ωB97M-V/def2-TZVPD).

The geometry in ORCA input format:
```
! RIJCOSX wB97M-V def2-TZVPD def2/J DEFGRID3
* xyz -1 3
Pd -0.589 0.268 0.638
S -2.126 2.255 1.932
O -1.813 2.259 0.517
O -1.390 3.197 2.729
O -3.474 2.597 2.313
O -1.678 0.900 2.306
C -1.222 -3.592 0.422
C 0.211 -3.190 0.515
O 0.383 -1.822 0.800
H -1.323 -4.546 -0.095
H -1.965 -2.917 -0.004
H -1.545 -3.813 1.440
H 0.780 -3.454 -0.377
H 0.587 -3.793 1.342
C 2.703 -0.409 -1.113
C 1.477 -0.099 -1.926
O 0.608 0.678 -1.184
H 3.407 0.419 -1.031
H 3.350 -1.166 -1.558
H 2.483 -0.749 -0.101
H 0.949 -1.030 -2.133
H 1.749 0.296 -2.905
H 0.387 1.522 -1.584
C -2.301 0.039 -2.938
C -2.527 -0.877 -1.779
O -2.276 -0.140 -0.673
H -2.546 -0.498 -3.855
H -1.319 0.484 -3.098
H -3.009 0.867 -2.907
H -1.776 -1.660 -1.884
H -3.473 -1.411 -1.865
H -2.841 0.634 -0.622
C 3.111 2.065 2.305
C 1.741 2.363 1.608
O 0.942 1.273 1.874
H 3.855 2.784 1.962
H 3.572 1.085 2.181
H 2.989 2.204 3.379
H 1.788 2.393 0.520
H 1.302 3.270 2.024
H 0.818 1.315 2.825
*
```

Output
Orbital gap (alpha / beta), eV: 7.02 / 6.99
Expectation value of S²: 2.00
E_tot, eV: -39361.813
HOMO (alpha / beta), eV: -4.3559 / -4.3251
Energy relative to the best compared isomer or geometry (same formula, charge and spin), eV: 0.000

***

Record 3
Entry from OMol25: a molecular structure, C46H39ClN2NiO4P2Si (ωB97M-V/def2-TZVPD).

The geometry in ORCA input format:
```
! RIJCOSX wB97M-V def2-TZVPD def2/J DEFGRID3
* xyz 0 1
Ni 0.106 -0.224 0.487
C 1.380 -0.605 -2.770
Si 0.950 -1.455 -1.154
C -0.160 -2.921 -1.528
C 0.057 -3.863 -2.534
C -0.825 -4.914 -2.717
C -1.934 -5.043 -1.887
C -2.164 -4.117 -0.887
C -1.282 -3.052 -0.714
P -1.456 -1.755 0.559
C -3.194 -1.194 0.526
C -3.453 0.117 0.154
C -4.756 0.585 0.051
C -5.816 -0.261 0.331
C -5.571 -1.575 0.712
C -4.270 -2.039 0.807
C -1.416 -2.762 2.098
C -2.224 -2.506 3.203
C -2.121 -3.283 4.349
C -1.210 -4.326 4.404
C -0.387 -4.579 3.315
C -0.485 -3.798 2.177
C 2.682 -2.049 -0.610
C 3.538 -2.791 -1.432
C 4.864 -2.987 -1.089
C 5.379 -2.422 0.075
C 4.551 -1.698 0.911
C 3.203 -1.538 0.580
P 2.007 -0.674 1.637
C 1.979 -1.667 3.177
C 1.085 -1.294 4.183
C 1.055 -1.965 5.393
C 1.910 -3.036 5.614
C 2.775 -3.440 4.610
C 2.809 -2.762 3.398
C 2.947 0.812 2.171
C 3.120 1.214 3.491
C 3.799 2.390 3.785
C 4.322 3.170 2.768
C 4.165 2.770 1.446
C 3.478 1.606 1.153
H 1.756 -1.361 -3.465
H 2.197 0.112 -2.639
H 0.528 -0.117 -3.243
H 0.912 -3.767 -3.193
H -0.657 -5.634 -3.507
H -2.624 -5.865 -2.030
H -3.032 -4.229 -0.251
H -2.635 0.772 -0.105
H -4.930 1.601 -0.276
H -6.835 0.095 0.241
H -6.396 -2.242 0.929
H -4.099 -3.061 1.122
H -2.964 -1.716 3.163
H -2.766 -3.080 5.195
H -1.136 -4.936 5.295
H 0.335 -5.383 3.354
H 0.160 -4.004 1.329
H 3.169 -3.204 -2.364
H 5.511 -3.561 -1.740
H 6.425 -2.551 0.326
H 4.945 -1.255 1.818
H 0.412 -0.463 4.017
H 0.357 -1.659 6.162
H 1.889 -3.563 6.559
H 3.431 -4.287 4.766
H 3.483 -3.097 2.623
H 2.735 0.607 4.300
H 3.925 2.689 4.818
H 4.854 4.084 3.000
H 4.575 3.371 0.644
H 3.359 1.296 0.119
N 0.263 1.418 -0.723
C 0.373 2.569 0.117
C 0.910 3.760 -0.269
C 0.932 4.852 0.628
C 0.387 4.747 1.874
C -0.189 3.523 2.295
C -0.806 3.337 3.554
C -1.341 2.123 3.865
C -1.209 1.059 2.950
N -0.613 1.180 1.791
C -0.156 2.422 1.425
H -0.670 1.463 -1.179
H 0.922 1.465 -1.492
H 1.301 3.875 -1.272
H 1.370 5.788 0.308
H 0.384 5.592 2.549
H -0.860 4.165 4.250
H -1.845 1.951 4.806
H -1.587 0.074 3.199
O -1.315 1.140 -4.104
Cl -2.240 0.849 -3.040
O -2.122 1.908 -2.022
O -3.587 0.805 -3.514
O -1.876 -0.413 -2.417
*
```

Output
Orbital gap, eV: 7.22
E_tot, eV: -139522.510
HOMO, eV: -7.7200